{"formula": "C46H71Cl2F3O9", "method": "ωB97M-V/def2-TZVPD", "lumo_ha": [-0.138, -0.306], "fmax_ev_per_a": 3.3, "gap_ev": [7.428, 2.874], "multiplicity": 2, "total_charge": 1, "species": ["F", "C", "C", "C", "C", "C", "C", "H", "H", "H", "H", "H", "F", "C", "C", "C", "C", "C", "C", "H", "H", "H", "H", "H", "F", "C", "C", "C", "C", "C", "C", "H", "H", "H", "H", "H", "C", "Cl", "Cl", "H", "H", "C", "C", "O", "C", "H", "H", "H", "H", "H", "H", "C", "C", "O", "C", "H", "H", "H", "H", "H", "H", "C", "C", "O", "C", "H", "H", "H", "H", "H", "H", "C", "C", "O", "C", "H", "H", "H", "H", "H", "H", "C", "C", "O", "C", "H", "H", "H", "H", "H", "H", "C", "C", "O", "C", "H", "H", "H", "H", "H", "H", "C", "C", "O", "C", "H", "H", "H", "H", "H", "H", "C", "C", "O", "C", "H", "H", "H", "H", "H", "H", "C", "C", "O", "C", "H", "H", "H", "H", "H", "H"], "coordinates": [[1.7006, -2.2479, 2.1394], [1.3070, -1.2053, 1.3774], [0.6961, -1.4372, 0.1470], [0.1165, -0.3203, -0.5077], [0.1953, 0.9640, 0.0294], [0.8635, 1.1553, 1.2374], [1.3502, 0.0535, 1.9879], [0.6352, -2.4406, -0.2478], [-0.3166, -0.4825, -1.4837], [-0.2667, 1.7593, -0.5368], [0.9691, 2.1283, 1.6941], [1.9033, 0.2795, 2.8875], [1.8271, 3.5374, -8.0221], [1.7114, 2.9308, -6.8280], [0.4118, 2.7301, -6.3017], [0.2560, 2.0558, -5.0918], [1.3509, 1.7073, -4.3161], [2.6400, 1.9497, -4.8055], [2.8383, 2.5887, -6.0485], [-0.4247, 3.0795, -6.8888], [-0.7395, 1.8441, -4.7304], [1.2657, 1.2558, -3.3387], [3.4846, 1.6465, -4.2047], [3.8554, 2.7755, -6.3599], [-5.8190, 3.2471, 0.3792], [-5.2783, 3.1735, -0.8315], [-6.0141, 3.7035, -1.9056], [-5.4273, 3.6981, -3.1560], [-4.1228, 3.1730, -3.2970], [-3.4842, 2.5576, -2.2443], [-4.0402, 2.5950, -0.9737], [-6.9925, 4.1231, -1.7241], [-5.9942, 4.0420, -4.0085], [-3.5614, 3.1306, -4.2186], [-2.5080, 2.1075, -2.3489], [-3.6226, 2.1464, -0.0845], [0.2625, -5.2869, -3.8728], [-0.0191, -4.0109, -2.6707], [0.1011, -4.7707, -5.5697], [1.2299, -5.7766, -3.7614], [-0.5033, -6.0242, -3.6317], [5.7213, -2.2261, 4.0666], [4.4036, -2.2116, 4.7969], [4.0472, -1.3536, 5.5981], [3.3783, -3.3646, 4.4289], [5.6468, -1.8302, 3.0538], [6.1095, -3.2411, 4.1521], [6.4384, -1.6422, 4.6436], [3.5617, -4.2034, 5.1005], [3.3645, -3.5596, 3.3566], [2.3513, -3.0933, 4.6730], [-3.2376, -1.5041, -2.4486], [-2.8302, -0.7616, -3.7012], [-1.6296, -0.5876, -3.9821], [-3.8807, -0.0890, -4.5797], [-2.4223, -1.5373, -1.7259], [-3.4625, -2.5383, -2.7091], [-4.1175, -1.0507, -1.9923], [-4.4344, -0.9235, -5.0098], [-3.3901, 0.4682, -5.3777], [-4.5993, 0.5491, -4.0653], [-1.3382, -4.5917, 0.3291], [-2.8098, -4.9653, 0.2632], [-3.1679, -5.8987, -0.4512], [-3.8809, -4.1182, 0.9639], [-0.7777, -5.2996, -0.2814], [-0.9981, -4.7137, 1.3575], [-1.2074, -3.5497, 0.0371], [-4.0554, -3.1125, 0.5816], [-3.6107, -4.0994, 2.0197], [-4.8374, -4.6276, 0.8461], [-0.3124, 6.7925, -1.9837], [-0.6706, 5.2984, -2.1454], [-1.7926, 4.9119, -2.4494], [0.4530, 4.3351, -2.3013], [-0.7516, 7.3983, -2.7764], [0.7529, 6.9867, -1.8595], [-0.8391, 7.1003, -1.0804], [1.0935, 4.6311, -3.1321], [0.0161, 3.3419, -2.4050], [1.1810, 4.2860, -1.4916], [3.0146, -0.6929, -2.2926], [3.8779, -1.4039, -1.2811], [3.8063, -2.6062, -1.1315], [4.7617, -0.5149, -0.3778], [2.7627, 0.3327, -2.0230], [2.1503, -1.2840, -2.5956], [3.5827, -0.5597, -3.2132], [5.3785, -1.1206, 0.2862], [4.1258, 0.1146, 0.2446], [5.3928, 0.0330, -1.0775], [-1.6875, -1.4185, 3.1190], [-1.2102, -1.1143, 4.5808], [-1.9900, -0.5541, 5.3748], [0.1722, -1.5448, 5.0087], [-1.0450, -1.0033, 2.3425], [-2.6503, -0.9092, 3.0771], [-1.8449, -2.4819, 2.9386], [0.9876, -1.0537, 4.4776], [0.2685, -2.5895, 4.7130], [0.2764, -1.3847, 6.0819], [1.1832, 3.7159, 4.6027], [0.8258, 2.6602, 5.6244], [1.1103, 1.4939, 5.4104], [0.1277, 3.1867, 6.8675], [1.6599, 3.3179, 3.7069], [1.9088, 4.4256, 5.0001], [0.2538, 4.2273, 4.3522], [-0.1345, 2.3257, 7.4824], [-0.7503, 3.7721, 6.5945], [0.9352, 3.6849, 7.4040], [-3.1609, 4.5644, 2.1785], [-2.3206, 3.3048, 2.1665], [-1.2002, 3.3057, 1.5954], [-2.8492, 2.0870, 2.8927], [-4.0406, 4.3352, 1.5771], [-2.6569, 5.4413, 1.7720], [-3.4950, 4.7342, 3.2020], [-3.8804, 2.2231, 3.2184], [-2.2546, 1.8656, 3.7791], [-2.7631, 1.2555, 2.1933], [3.1371, -6.0197, -1.1909], [4.1943, -6.0828, -0.0526], [5.2773, -6.5725, -0.2675], [3.7704, -5.3668, 1.2266], [2.1431, -6.3581, -0.8986], [3.4250, -6.7011, -1.9914], [3.0104, -5.0330, -1.6365], [3.3017, -4.3913, 1.0976], [4.6728, -5.1825, 1.8096], [3.1373, -6.0043, 1.8438]], "forces_ev_per_angstrom": [[-0.32, 1.23, -1.53], [0.14, -0.83, 2.77], [-1.31, 1.48, -1.83], [1.02, -2.52, 0.20], [-0.44, -0.36, -0.87], [1.15, -1.25, 2.84], [0.16, 2.47, -1.80], [0.13, -0.03, -0.15], [-0.26, 0.01, -0.11], [0.09, 0.37, 0.23], [-0.14, 0.15, -0.24], [-0.17, -0.39, 0.33], [0.21, -0.22, 0.39], [-0.33, -0.14, 1.76], [1.26, -0.31, -0.52], [-0.15, 0.52, -0.04], [0.96, 0.05, -0.70], [-0.81, 0.50, -0.56], [-0.74, -0.38, 0.05], [-0.13, -0.13, 0.01], [-0.11, 0.02, 0.01], [-0.33, -0.17, -0.04], [0.21, 0.15, -0.08], [-0.08, 0.09, -0.35], [-0.40, -0.07, 1.04], [-0.39, 0.55, -1.49], [0.66, -0.26, 0.64], [0.92, -0.53, 0.00], [-0.43, -0.41, -0.30], [0.07, 0.29, 0.82], [-0.66, -0.18, 0.13], [-0.06, -0.04, -0.01], [0.17, 0.21, -0.08], [-0.45, 0.34, -0.39], [0.10, 0.02, -0.31], [0.38, -0.07, -0.06], [-0.37, -0.85, -0.25], [0.38, 0.28, -0.30], [0.00, 0.01, 0.67], [0.04, 0.56, 0.18], [0.01, 0.11, -0.40], [0.36, -0.02, 1.43], [-2.48, 0.38, 0.30], [0.95, -1.10, -1.12], [0.32, 1.25, 0.53], [-0.04, -0.37, -0.03], [-0.05, -0.16, -0.77], [-0.12, 0.39, -0.17], [0.41, -0.40, -0.55], [0.55, -0.60, 0.20], [0.23, 0.51, 0.20], [-0.06, -0.07, -0.27], [2.10, 1.89, -0.33], [-2.00, -0.64, 0.82], [0.25, -0.96, 0.05], [0.07, 0.10, -0.13], [-0.18, -0.09, -0.02], [-0.05, -0.06, -0.06], [-0.31, 0.06, -0.28], [0.01, -0.11, 0.12], [0.18, -0.15, 0.29], [-0.49, -0.57, 0.64], [-1.12, -0.46, -2.00], [0.66, 1.07, 1.16], [0.25, -0.86, 0.17], [-0.06, 0.36, -0.09], [0.08, 0.19, 0.20], [0.03, -0.05, -0.09], [0.62, 0.10, -0.06], [-0.21, 0.36, 0.15], [0.15, -0.16, 0.11], [-0.79, -0.77, 0.76], [-0.49, 0.71, -2.05], [0.94, 0.84, 1.00], [0.64, -0.68, 0.85], [0.13, -0.26, -0.17], [-0.11, -0.12, -0.12], [0.12, 0.24, 0.19], [-0.35, -0.15, -0.44], [0.21, 0.06, -0.44], [-0.17, 0.29, 0.49], [0.35, 0.09, -0.61], [-0.34, -0.02, 1.11], [0.06, 0.39, -0.05], [-0.26, -1.10, -0.78], [-0.15, -0.09, 0.35], [-0.05, 0.02, 0.26], [0.28, -0.13, -0.12], [-0.02, -0.09, -0.21], [0.06, 0.38, -0.28], [0.05, 0.52, 0.40], [-0.40, 0.63, 1.29], [-1.32, 1.14, 0.97], [1.79, -1.32, -2.15], [-0.50, -0.15, -0.18], [0.17, -0.03, 0.16], [-0.06, -0.19, -0.30], [0.18, -0.05, 0.12], [-0.21, 0.36, 0.09], [-0.01, -0.27, 0.33], [0.15, -0.14, -0.19], [0.07, 0.06, -0.04], [0.35, -0.42, -0.75], [-0.41, 0.52, 0.39], [0.73, -1.55, -0.34], [-0.26, -0.31, 0.05], [-0.26, 0.22, 0.27], [0.15, 0.32, -0.18], [-0.29, 0.08, -0.05], [0.32, 0.31, 0.31], [-0.42, 0.72, 0.12], [0.21, -0.64, 0.02], [2.41, 0.97, -0.82], [-2.38, -0.57, 1.13], [-0.02, 0.34, -0.44], [-0.22, 0.12, 0.02], [0.11, -0.27, 0.05], [-0.12, 0.12, 0.00], [0.03, -0.07, -0.17], [0.20, 0.02, -0.04], [-0.09, -0.17, 0.16], [0.18, -0.84, -0.10], [-0.97, 0.96, -1.52], [-0.57, 0.21, 0.76], [1.16, -0.32, 0.54], [-0.07, 0.10, 0.49], [0.30, 0.04, 0.02], [0.29, 0.24, 0.35], [-0.22, -0.21, -0.54], [0.09, -0.09, 0.09], [-0.21, -0.06, -0.15]], "mulliken_charge": [-0.1939, 0.2210, -0.5968, -0.6714, -1.1557, -0.7010, -0.2061, 0.7203, 1.3396, 0.9202, 0.3742, 0.5734, -0.3051, 0.1908, -0.5699, -0.1473, 0.0003, -0.3872, -0.5603, 0.4649, 0.4581, 0.0452, 0.3760, 0.4380, -0.3559, 0.1462, -0.6802, -0.6622, -0.9395, 0.0706, -0.0581, 0.4655, 0.4469, 0.5507, 0.4964, 0.4547, -0.4628, 0.0533, -0.1536, 0.1841, 0.3840, -0.9160, 0.7665, -0.5676, -0.0937, 0.0577, 0.3806, 0.3588, 0.5497, -0.2664, -0.2368, -0.6156, 0.7683, -0.5166, -1.2818, -0.1346, 0.4672, 0.4002, 0.4519, 0.2618, 0.2731, 0.1587, 0.5454, -0.5723, -1.0287, 0.2949, 0.4115, -0.5367, 0.2028, 0.3270, 0.3561, -1.1704, 0.6390, -0.5094, -0.4800, 0.3426, 0.3415, 0.2986, 0.4674, -0.4018, 0.4938, -0.8085, 0.5075, -0.5114, -1.1375, 0.1328, 0.3173, 0.6149, 0.2619, 0.2241, 0.4349, -0.8472, 0.7488, -0.6146, -0.7969, -0.1078, 0.3746, 0.4831, -0.0844, 0.5470, 0.3344, -0.8117, 0.8182, -0.4977, -1.2509, 0.0457, 0.4413, 0.2279, 0.3164, 0.3624, 0.3927, -1.1734, 0.8345, -0.4971, -0.7939, 0.1666, 0.3154, 0.4235, 0.4532, 0.3440, -0.0305, -0.8069, 0.4790, -0.5626, -0.7305, 0.3512, 0.4034, 0.1322, -0.0541, 0.3258, 0.4489]}